(1)
The following is a quantum chemistry calculation of a cluster of 2 separate species, C5H15N3 in total, from the Open Molecules 2025 dataset.

Frontier orbital gap in eV: 8.81
SMILES: C/C=C/N.NCCN

Last column: natural (NBO) charge in e.
Geometry (Å):
C: -1.26 2.70 -1.35  -0.62
C: -1.55 1.61 -0.37  -0.28
C: -2.77 1.16 -0.12  -0.01
N: -3.12 0.16 0.80  -0.82
H: -2.17 2.97 -1.89  0.20
H: -0.93 3.59 -0.80  0.20
H: -0.47 2.44 -2.05  0.21
H: -0.70 1.18 0.16  0.20
H: -3.61 1.46 -0.74  0.18
H: -3.99 0.35 1.27  0.37
H: -2.39 -0.08 1.46  0.37
N: 2.11 -3.21 0.34  -0.84
C: 1.56 -1.87 0.49  -0.22
C: 2.52 -0.83 -0.06  -0.22
N: 1.92 0.51 0.04  -0.84
H: 1.40 -3.92 0.48  0.36
H: 2.83 -3.38 1.04  0.35
H: 1.28 -1.62 1.53  0.15
H: 0.62 -1.81 -0.08  0.20
H: 3.47 -0.91 0.47  0.16
H: 2.70 -1.06 -1.11  0.20
H: 1.96 0.81 1.01  0.35
H: 2.49 1.19 -0.45  0.36


(2)
The following is a quantum chemistry calculation of a cluster of 2 separate species, C5H15N3 in total, from the Open Molecules 2025 dataset.

Frontier orbital gap in eV: 9.69
SMILES: N=C(N)N.CCCC

Last column: natural (NBO) charge in e.
Geometry (Å):
N: -0.64 3.66 1.38  -0.78
C: -1.03 2.92 0.42  0.57
N: -1.57 1.65 0.51  -0.84
N: -0.88 3.35 -0.89  -0.83
H: -0.56 3.11 2.24  0.33
H: -1.93 1.39 1.40  0.39
H: -1.98 1.30 -0.33  0.38
H: -1.60 3.11 -1.54  0.37
H: -0.43 4.23 -1.00  0.40
C: 1.77 -2.69 1.20  -0.60
C: 0.90 -1.58 0.60  -0.39
C: 0.66 -1.90 -0.89  -0.39
C: -0.24 -0.86 -1.55  -0.61
H: 1.26 -3.65 1.08  0.20
H: 2.00 -2.58 2.26  0.21
H: 2.73 -2.72 0.69  0.20
H: 1.39 -0.61 0.70  0.20
H: -0.07 -1.57 1.10  0.19
H: 0.16 -2.87 -0.90  0.19
H: 1.60 -1.97 -1.44  0.20
H: -1.22 -0.84 -1.05  0.19
H: -0.47 -1.05 -2.59  0.21
H: 0.15 0.15 -1.39  0.21


(3)
The following is a quantum chemistry calculation of a cluster of 2 separate species, C5H15N3 in total, from the Open Molecules 2025 dataset.

Frontier orbital gap in eV: 9.88
SMILES: CC(C)=N.CN(C)N

Last column: natural (NBO) charge in e.
Geometry (Å):
C: -2.16 -0.47 -0.64  -0.68
C: -1.76 -0.75 0.77  0.37
C: -1.73 0.44 1.69  -0.68
N: -1.55 -1.94 1.11  -0.68
H: -1.50 0.27 -1.08  0.22
H: -2.13 -1.39 -1.22  0.23
H: -3.17 -0.07 -0.66  0.22
H: -1.31 1.31 1.18  0.22
H: -1.15 0.23 2.58  0.22
H: -2.76 0.69 1.99  0.22
H: -1.31 -2.07 2.09  0.33
C: 2.80 -0.19 -1.00  -0.43
N: 1.80 0.45 -0.17  -0.28
C: 1.16 1.56 -0.84  -0.42
N: 0.81 -0.46 0.28  -0.68
H: 3.28 -0.99 -0.43  0.20
H: 3.56 0.54 -1.27  0.20
H: 2.37 -0.61 -1.92  0.16
H: 0.42 1.98 -0.17  0.21
H: 0.68 1.26 -1.78  0.16
H: 1.92 2.32 -1.06  0.20
H: 1.20 -1.02 1.03  0.36
H: 0.53 -1.10 -0.47  0.33


(4)
The following is a quantum chemistry calculation of a cluster of 2 separate species, C5H15N3 in total, from the Open Molecules 2025 dataset.

Frontier orbital gap in eV: 9.27
SMILES: C/N=C\N.CN(C)C

Last column: natural (NBO) charge in e.
Geometry (Å):
C: -2.29 -0.65 -0.26  -0.46
N: -1.15 -1.17 -0.99  -0.40
C: -1.05 -0.94 -2.22  0.26
N: -2.08 -0.38 -3.06  -0.90
H: -1.99 0.27 0.24  0.21
H: -2.59 -1.38 0.49  0.20
H: -3.16 -0.44 -0.89  0.20
H: -0.12 -1.19 -2.74  0.14
H: -1.75 0.46 -3.53  0.37
H: -2.31 -1.04 -3.79  0.37
C: 0.43 0.69 2.24  -0.41
N: 1.09 0.60 0.94  -0.43
C: 2.17 1.57 0.86  -0.41
C: 1.57 -0.74 0.67  -0.41
H: -0.07 1.66 2.32  0.19
H: 1.15 0.63 3.08  0.16
H: -0.29 -0.11 2.33  0.20
H: 2.60 1.54 -0.14  0.20
H: 1.80 2.58 1.04  0.20
H: 2.96 1.36 1.61  0.16
H: 1.69 -0.90 -0.40  0.20
H: 0.85 -1.46 1.05  0.21
H: 2.53 -0.97 1.16  0.16


(5)
The following is a quantum chemistry calculation of a structure of composition C5H15N3, from the Open Molecules 2025 dataset.

Frontier orbital gap in eV: 8.03

Last column: natural (NBO) charge in e.
Geometry (Å):
C: -0.58 0.16 1.14  -0.03
C: -0.79 1.67 1.10  -0.65
N: -1.80 -0.59 1.47  -0.87
H: -2.20 -0.27 2.35  0.36
H: -2.48 -0.47 0.73  0.36
H: 0.14 -0.09 1.92  0.16
H: 1.80 -0.30 0.77  0.38
H: -1.44 1.94 0.26  0.22
H: 0.15 2.21 0.97  0.19
H: -1.25 2.03 2.02  0.21
C: -0.23 -1.97 -0.65  -0.69
N: 1.94 -0.39 -0.25  -0.55
C: -0.01 -0.48 -0.63  0.15
N: 2.42 0.91 -0.67  -0.65
C: -0.42 0.26 -1.67  -0.71
H: 2.68 -1.06 -0.48  0.38
H: 1.64 1.52 -0.45  0.35
H: 2.49 0.86 -1.69  0.36
H: 0.70 -2.51 -0.84  0.20
H: -0.92 -2.25 -1.44  0.22
H: -0.62 -2.36 0.29  0.24
H: -0.93 -0.16 -2.52  0.21
H: -0.29 1.33 -1.73  0.19


(6)
The following is a quantum chemistry calculation of the ion C5H15N3 with charge +1, from the Open Molecules 2025 dataset.

Frontier orbital gap (alpha / beta) in eV: 11.09 / 6.45
⟨S²⟩: 0.76
Charge: +1
2S+1: 2

Last column: natural (NBO) charge in e.
Geometry (Å):
C: -1.68 1.47 0.12  -0.64
C: -1.19 0.04 0.29  -0.08
C: -0.31 -0.26 1.56  -0.37
C: 0.69 0.87 1.81  -0.26
N: 1.60 1.04 0.72  -0.63
N: -0.33 -0.23 -0.84  -0.35
C: 0.00 -1.56 -1.34  -0.07
N: 1.17 -1.44 -2.21  -0.83
H: -2.02 1.68 -0.90  0.24
H: -2.55 1.73 0.73  0.26
H: -0.93 2.16 0.47  0.22
H: -1.96 -0.74 0.35  0.26
H: 0.29 -1.12 1.30  0.21
H: -0.99 -0.43 2.39  0.25
H: 1.23 0.60 2.72  0.25
H: 0.18 1.80 2.07  0.22
H: 1.98 0.18 0.35  0.38
H: 1.33 1.68 -0.02  0.39
H: -0.42 0.41 -1.62  0.41
H: -0.84 -1.96 -1.93  0.22
H: 0.20 -2.19 -0.49  0.19
H: 1.73 -0.63 -1.99  0.36
H: 1.77 -2.26 -2.13  0.39


One value per record, in order, for energy relative to the best compared isomer or geometry (same formula, charge and spin): 1.333 0.219 2.029 1.954 5.113 0.312 eV.
One value per record, in order, for F_max: 0.4 0.8 1.0 0.7 4.3 1.2 eV/Å.